Below is C4H10N2O in the gas phase, with properties calculated with wB97M-V/def2-TZVPD.

Last column: Mulliken charge in e.
Element x y z (Å)
H: -1.868 -0.794 1.513  0.189
N: -0.975 -0.682 1.111  -0.649
C: -1.340 -0.175 0.020  0.650
N: -2.603 0.102 -0.456  -0.450
O: -0.455 0.327 -0.868  -0.453
C: 0.879 0.246 -0.541  0.570
C: 1.107 1.166 0.571  -1.133
C: 1.394 -1.181 -0.391  -1.333
H: -2.557 0.693 -1.274  0.223
H: -3.405 0.172 0.099  0.207
H: 1.364 0.633 -1.471  0.256
H: 2.281 0.960 1.052  0.251
H: 0.441 0.894 1.448  0.362
H: 1.027 2.322 0.324  0.257
H: 0.997 -1.877 -1.195  0.309
H: 2.458 -1.243 -0.612  0.440
H: 1.254 -1.563 0.670  0.304

- total charge = 0
- orbital gap (Eh) = 0.380

Below is a 10-piece molecular cluster, C50H96B2NO13 overall, with properties calculated with wB97M-V/def2-TZVPD.

Last column: Mulliken charge in e.
Element x y z (Å)
C: 6.996 -2.649 0.248  -0.905
C: 7.621 -1.237 0.235  -0.647
C: 6.675 -0.127 -0.261  -0.640
N: 5.329 -0.204 0.276  0.016
B: 4.447 0.989 -0.113  2.161
O: 4.312 1.278 -1.547  -0.970
C: 2.961 1.728 -1.642  -0.816
C: 2.280 0.650 -0.749  1.387
C: 0.782 0.868 -0.396  -0.984
C: 0.277 -0.538 0.011  -0.177
C: 0.773 -0.979 1.223  0.179
C: 0.462 -2.225 1.716  -1.576
C: -0.352 -3.023 0.964  -0.406
C: -0.878 -2.611 -0.226  -1.336
C: -0.577 -1.359 -0.735  0.332
B: 2.560 -0.695 -1.587  0.902
O: 2.921 -1.842 -0.885  -0.792
O: 2.480 -0.702 -2.967  -1.085
C: 3.217 -1.734 -3.612  -0.116
C: 4.735 -1.561 -3.565  -0.815
O: 3.071 0.796 0.430  -1.154
H: 7.166 -3.182 -0.694  0.222
H: 7.524 -3.244 1.010  0.387
H: 5.939 -2.656 0.522  0.123
H: 8.022 -1.012 1.230  0.356
H: 8.474 -1.273 -0.458  0.339
H: 7.137 0.840 0.039  0.171
H: 6.615 -0.130 -1.356  0.248
H: 5.332 -0.333 1.281  0.128
H: 4.903 2.023 0.428  -0.551
H: 2.846 2.743 -1.215  -0.019
H: 2.629 1.775 -2.686  0.343
H: 0.218 1.302 -1.229  0.434
H: 0.714 1.545 0.462  -0.026
H: 1.444 -0.332 1.780  0.631
H: 0.871 -2.545 2.669  0.501
H: -0.572 -4.015 1.349  0.507
H: -1.517 -3.276 -0.805  0.499
H: -0.963 -1.001 -1.685  0.632
H: 3.886 -1.911 -0.817  0.205
H: 2.904 -2.734 -3.286  0.082
H: 2.932 -1.687 -4.673  0.280
H: 4.999 -0.697 -4.180  0.274
H: 5.179 -2.461 -4.014  0.450
H: 5.149 -1.482 -2.557  -0.066
C: 2.034 -6.392 -4.103  -0.435
C: 1.852 -6.663 -5.589  -0.529
C: 2.559 -5.469 -6.211  -0.379
O: 3.607 -5.093 -5.314  -0.375
C: 3.426 -5.781 -4.067  -0.259
H: 1.945 -7.281 -3.479  0.376
H: 1.296 -5.661 -3.763  0.128
H: 2.366 -7.588 -5.864  0.257
H: 0.810 -6.748 -5.897  0.338
H: 1.880 -4.615 -6.315  0.203
H: 2.984 -5.696 -7.190  0.268
H: 4.199 -6.554 -3.994  0.299
H: 3.553 -5.081 -3.240  0.148
C: -4.826 1.047 -1.202  -0.146
C: -4.738 2.521 -0.843  -0.344
C: -3.237 2.757 -0.890  -0.631
O: -2.704 1.862 -1.874  -0.357
C: -3.710 0.910 -2.225  0.212
H: -5.800 0.743 -1.592  0.191
H: -4.608 0.438 -0.322  0.246
H: -5.238 3.124 -1.609  0.100
H: -5.176 2.763 0.120  0.285
H: -2.772 2.520 0.073  0.267
H: -2.976 3.783 -1.158  0.345
H: -4.070 1.147 -3.234  -0.035
H: -3.276 -0.085 -2.238  -0.085
C: 4.842 5.299 -1.167  0.154
C: 3.751 5.800 -0.232  -0.626
C: 4.477 5.823 1.104  0.121
O: 5.855 6.096 0.819  -0.483
C: 6.081 5.965 -0.588  -0.632
H: 4.675 5.553 -2.214  0.450
H: 4.928 4.212 -1.087  -0.360
H: 3.452 6.814 -0.515  0.308
H: 2.860 5.173 -0.221  0.327
H: 4.419 4.851 1.601  -0.230
H: 4.089 6.587 1.782  0.319
H: 6.224 6.970 -1.005  0.294
H: 6.990 5.386 -0.758  0.296
C: -7.633 1.626 3.467  -0.614
C: -8.635 1.311 2.364  -0.548
C: -7.848 1.681 1.115  -0.243
O: -6.471 1.440 1.412  -0.270
C: -6.319 1.217 2.818  -0.432
H: -7.826 1.101 4.401  0.353
H: -7.631 2.700 3.673  0.267
H: -8.861 0.242 2.362  0.268
H: -9.574 1.857 2.452  0.355
H: -7.963 2.744 0.873  0.286
H: -8.140 1.094 0.243  0.044
H: -6.113 0.153 2.973  0.234
H: -5.468 1.791 3.187  0.302
C: -4.190 -3.294 -5.523  -0.652
C: -2.683 -3.077 -5.455  -0.540
C: -2.595 -1.705 -4.800  -0.236
O: -3.738 -1.590 -3.943  -0.179
C: -4.651 -2.650 -4.225  -0.356
H: -4.483 -4.340 -5.606  0.374
H: -4.605 -2.755 -6.378  0.266
H: -2.227 -3.831 -4.808  0.212
H: -2.187 -3.116 -6.424  0.382
H: -2.647 -0.904 -5.545  0.308
H: -1.686 -1.573 -4.213  0.030
H: -4.613 -3.364 -3.394  0.260
H: -5.664 -2.246 -4.288  0.137
C: -2.823 -4.123 5.516  -0.537
C: -3.829 -4.405 4.408  -0.560
C: -3.030 -4.038 3.165  -0.331
O: -1.660 -4.313 3.465  -0.309
C: -1.517 -4.554 4.866  -0.493
H: -3.030 -4.654 6.446  0.340
H: -2.799 -3.053 5.733  0.271
H: -4.078 -5.470 4.394  0.262
H: -4.756 -3.840 4.500  0.321
H: -3.119 -2.972 2.934  0.224
H: -3.331 -4.609 2.286  0.287
H: -1.335 -5.625 5.011  0.279
H: -0.655 -4.001 5.243  0.250
C: 2.255 2.031 3.346  0.640
C: 2.741 3.333 3.968  0.146
C: 1.481 4.183 3.939  -0.561
O: 0.375 3.283 4.067  -0.494
C: 0.839 1.936 3.893  -0.465
H: 2.868 1.166 3.599  0.483
H: 2.234 2.121 2.258  -0.686
H: 3.052 3.159 5.001  -0.046
H: 3.574 3.789 3.434  0.170
H: 1.380 4.711 2.984  0.204
H: 1.448 4.917 4.747  0.378
H: 0.823 1.444 4.874  0.280
H: 0.163 1.400 3.225  0.245
C: -7.831 1.808 -4.232  -0.380
C: -9.086 1.225 -3.597  -0.275
C: -9.506 0.189 -4.630  -0.548
O: -8.307 -0.276 -5.253  -0.454
C: -7.218 0.581 -4.887  0.206
H: -7.160 2.289 -3.521  0.094
H: -8.106 2.543 -4.993  0.334
H: -8.832 0.733 -2.654  0.040
H: -9.862 1.964 -3.396  0.377
H: -10.142 0.635 -5.403  0.268
H: -10.038 -0.655 -4.189  0.294
H: -6.578 0.036 -4.185  -0.265
H: -6.631 0.825 -5.773  0.322
C: 6.615 3.127 7.370  -0.577
C: 5.818 2.982 8.659  -0.549
C: 4.495 3.632 8.280  -0.518
O: 4.315 3.411 6.880  -0.366
C: 5.540 2.924 6.315  -0.310
H: 7.438 2.419 7.278  0.343
H: 7.025 4.138 7.298  0.279
H: 5.665 1.924 8.885  0.266
H: 6.289 3.449 9.524  0.336
H: 4.520 4.714 8.454  0.275
H: 3.649 3.213 8.826  0.275
H: 5.408 1.863 6.081  0.264
H: 5.750 3.459 5.388  0.238

- total charge = -1
- orbital gap (Eh) = 0.218

- orbital gap of number 1 (C4H10N2O)?
  0.380 Eh